# 1
ORCA calculation (the ωB97M-V functional and the def2-TZVPD basis) on C2H3CuLiO2 as an isolated structure.

```
9
Properties=species:S:1:pos:R:3:mulliken_charge:R:1
H -1.58605 1.13445 -1.24765 0.304
O -0.65015 1.33620 -1.12580 -0.355
C -0.28122 1.36061 0.16379 -0.566
C -0.10914 -0.01789 0.70926 0.167
O 0.75222 -0.82835 -0.00482 -0.599
Li 1.31448 0.18696 -1.39834 0.683
Cu 1.48153 -2.84344 0.32167 -0.113
H -1.12782 -0.46595 0.81104 0.244
H 0.20615 0.13740 1.77085 0.234
```

2S+1 ... 2
⟨S²⟩ ... 1.002
LUMO energy (alpha / beta) ... -0.63 / -0.94 eV
Highest occupied orbital energy (alpha / beta) ... -5.43 / -8.16 eV
HOMO-LUMO gap (alpha / beta) ... 4.79 / 7.23 eV

---

# 2
ORCA calculation (the ωB97M-V functional and the def2-TZVPD basis) on C10H12ClNO as an isolated structure.

```
25
Properties=species:S:1:pos:R:3:mulliken_charge:R:1
C -1.90100 0.30957 -1.32327 0.009
C 1.29109 -0.14357 -1.26527 -0.874
C 0.64552 -1.06705 -0.54095 -0.328
C 1.76361 1.16616 0.77288 -1.069
C 0.86715 0.18931 1.52101 -0.877
C -0.20097 1.77371 -0.65242 -1.176
C 1.25071 1.22893 -0.66246 0.543
C -1.23348 0.68143 -0.14625 0.742
C -0.06783 -0.71345 0.59263 0.700
C -1.55392 -2.43948 0.48662 -0.578
N -2.30950 0.14647 -2.38456 -0.529
O -0.73002 -1.64803 1.24034 -0.459
Cl -2.27426 1.07391 1.27130 -0.137
H 1.88659 -0.38884 -2.17352 0.348
H 0.50444 -2.07138 -0.93244 0.255
H 1.85897 2.12316 1.22267 0.386
H 2.74122 0.74088 0.82973 0.421
H 1.56255 -0.50446 2.01974 0.379
H 0.20775 0.60882 2.25865 0.398
H -0.16081 2.63392 0.05955 0.368
H -0.45321 2.01818 -1.74465 0.378
H 1.85529 2.04512 -1.32372 0.333
H -2.04945 -3.19941 1.14055 0.306
H -1.09992 -2.85069 -0.40072 0.283
H -2.40053 -1.71320 0.13454 0.179
```

2S+1 ... 1
LUMO energy ... 0.74 eV
Highest occupied orbital energy ... -8.94 eV
HOMO-LUMO gap ... 9.68 eV

---

What did we get for total energy? Answer: -1876.3040 -978.3243 Eh, in the order shown.